The following is a DFT calculation (wB97M-V/def2-TZVPD) of a molecular structure, C36H43Cl2HfN2OP3S.

* energy above the lowest of the compared OMol25 structures with the same formula, charge and spin: 13.19 kcal per mole
* net charge: +2

Each line ends with the Löwdin charge.
Positions of all 89 atoms, in Å:
H (-5.361, -5.366, 0.185)  0.112
H (-2.267, 1.664, 7.528)  0.118
C (-1.255, -3.425, -3.453)  -0.077
C (-0.044, -1.332, -3.713)  -0.135
C (-5.290, -3.929, -1.432)  -0.062
H (-6.008, 1.852, -3.588)  0.109
C (-1.807, 1.339, 6.604)  -0.056
C (-2.904, -3.039, -0.268)  -0.122
H (-6.223, -4.269, -1.886)  0.114
Hf (1.199, 2.584, 1.868)  0.937
H (2.941, -2.514, 3.489)  0.081
P (-2.340, -1.108, -2.177)  1.047
C (1.581, 3.658, -1.753)  -0.258
H (-2.458, -0.719, 6.756)  0.115
H (-4.373, 0.879, -1.983)  0.095
H (3.863, -3.755, 2.579)  0.079
H (-5.980, 1.145, -5.983)  0.112
N (0.610, 5.217, 4.249)  0.088
H (-3.226, -4.577, 1.208)  0.105
H (4.797, 2.849, 0.160)  0.049
H (-1.344, 1.670, 0.122)  0.105
H (-2.689, -1.518, -5.166)  0.104
C (0.635, 0.755, 0.576)  -0.162
H (0.623, 4.162, -1.575)  0.036
H (3.654, 1.005, 2.739)  0.015
H (6.108, -1.764, 2.419)  0.082
C (-1.317, -0.398, 4.956)  -0.064
C (0.885, -1.973, -4.530)  -0.095
C (5.368, -0.960, 2.309)  -0.168
H (-4.978, -2.395, -2.918)  0.108
H (0.077, -1.813, 0.235)  0.094
C (-0.610, 0.521, 4.175)  -0.033
C (4.321, -2.236, -0.131)  -0.158
C (-0.510, 1.848, 4.618)  -0.306
C (-3.609, -4.097, 0.305)  -0.085
H (1.376, 2.639, -2.103)  0.042
H (-4.319, -0.551, -6.756)  0.111
C (-4.337, -0.237, -5.711)  -0.069
Cl (3.096, 3.677, 2.986)  0.113
H (5.038, -3.063, -0.029)  0.081
C (-5.268, 0.713, -5.276)  -0.070
C (-3.420, -0.791, -4.811)  -0.081
S (-0.808, 3.973, 6.130)  1.146
H (1.486, -3.840, -5.450)  0.110
C (-1.139, -2.053, -3.186)  -0.413
Cl (-0.176, 4.455, 1.250)  0.164
H (-1.401, -1.427, 4.620)  0.110
C (2.705, -0.254, 1.341)  -0.372
H (4.552, 3.411, -1.530)  0.066
H (2.230, -3.226, 2.016)  0.062
C (-3.450, -0.416, -3.458)  -0.405
H (3.698, 5.412, 0.892)  0.021
C (2.777, 0.868, 2.087)  -0.176
C (-1.911, 0.008, 6.162)  -0.056
H (5.803, -0.148, 1.710)  0.079
P (2.527, 3.586, -0.200)  0.641
H (1.716, -1.405, -4.954)  0.103
H (0.056, -0.267, -3.490)  0.088
P (3.915, -1.617, 1.502)  0.888
N (0.152, 2.889, 3.944)  -0.101
H (1.822, -0.536, -0.638)  0.164
H (4.777, -1.436, -0.731)  0.075
H (-1.987, -2.672, 0.200)  0.072
H (0.496, 6.014, 4.864)  0.121
C (0.075, 4.046, 4.629)  -0.684
C (-1.099, 2.254, 5.826)  -0.436
H (-2.079, -4.001, -3.029)  0.107
H (3.947, 1.807, -1.002)  0.035
C (-0.370, 1.521, 0.570)  -0.008
C (-4.805, -4.543, -0.273)  -0.071
H (1.192, 5.280, 3.416)  0.011
H (3.413, -2.596, -0.634)  0.073
H (5.103, -0.571, 3.299)  0.073
C (-4.373, 0.564, -3.029)  -0.118
H (-0.140, 0.235, 3.233)  0.077
C (1.507, -0.435, 0.420)  -0.357
O (0.832, -1.646, 0.835)  -0.023
H (-0.424, -5.126, -4.483)  0.113
C (4.111, 2.847, -0.696)  -0.251
H (2.092, 5.920, 0.320)  0.028
C (3.167, -2.910, 2.491)  -0.155
H (3.437, 5.748, -0.853)  0.065
C (-3.372, -2.441, -1.459)  -0.400
C (-5.282, 1.111, -3.932)  -0.079
H (2.154, 4.201, -2.517)  0.065
C (2.986, 5.339, 0.061)  -0.279
C (0.754, -3.339, -4.812)  -0.079
C (-4.584, -2.874, -2.020)  -0.073
C (-0.315, -4.061, -4.271)  -0.068

---

The following is a DFT calculation (wB97M-V/def2-TZVPD) of 7 unconnected molecules or ions with the total composition C36H43Cl2N7P.

* total energy: -3042.31329 hartree
* net charge: -1

Each line ends with the Löwdin charge.
Positions of all 89 atoms, in Å:
H (-5.611, -6.021, 8.544)  0.103
C (1.422, -1.769, 4.220)  -0.080
C (-1.845, -5.145, 1.470)  -0.162
C (-2.491, -3.749, -0.238)  -0.151
H (-4.272, 1.732, -1.720)  0.084
C (-3.530, -3.225, 0.514)  -0.073
C (5.046, -1.337, 2.903)  -0.132
H (0.529, 0.331, -9.447)  0.093
C (0.225, 0.437, -1.861)  -0.681
C (2.322, 2.198, -7.254)  -0.071
C (0.769, 0.937, -8.581)  -0.092
H (-1.149, -5.907, 1.808)  0.093
H (-4.519, -3.320, 2.425)  0.092
C (1.321, -1.183, 2.969)  -0.157
C (7.268, -1.531, 2.346)  -0.159
C (-0.957, 0.620, -2.985)  -0.754
N (2.427, 5.339, -4.517)  0.052
C (-5.504, -4.824, 6.756)  -0.073
C (1.560, 7.561, -4.146)  -0.097
N (-3.482, -5.025, 5.453)  0.048
H (-5.047, -3.793, 4.918)  0.100
C (1.787, 0.903, 3.814)  -0.152
H (8.015, -2.052, 1.754)  0.098
H (-0.315, 5.237, -2.536)  0.103
N (6.000, -1.966, 2.182)  0.057
H (-1.200, 2.804, -3.885)  -0.041
C (-2.858, -4.686, 2.297)  -0.085
H (-1.224, 0.891, -7.758)  0.100
H (4.035, -1.707, 2.755)  0.090
H (1.920, 1.960, 3.604)  0.106
C (2.470, 6.677, -4.703)  -0.169
H (1.415, 3.789, -3.608)  0.022
H (1.813, -1.377, 6.302)  0.102
H (-1.210, -0.573, -0.244)  0.067
H (2.844, 1.205, -9.093)  0.097
C (7.625, -0.498, 3.198)  -0.088
C (1.284, 2.451, -6.371)  -0.128
H (-2.648, 1.235, -4.948)  -0.012
H (-0.366, 1.142, 0.233)  0.069
C (-0.204, 1.246, -7.644)  -0.149
C (1.724, -0.954, 5.306)  -0.088
C (5.304, -0.293, 3.777)  -0.064
C (1.912, 0.409, 5.103)  -0.103
P (-2.009, 2.196, -2.848)  0.269
N (-3.164, 1.666, -4.151)  -0.253
C (1.426, 4.867, -3.743)  -0.167
C (-5.016, -5.743, 7.680)  -0.082
C (-3.121, 1.561, -1.452)  -0.375
H (-2.937, 0.474, -1.074)  0.035
C (-2.865, 2.541, -0.119)  -0.164
H (1.270, -2.835, 4.346)  0.102
H (-4.180, -2.461, 0.102)  0.104
Cl (-1.954, -0.959, -3.284)  0.431
C (-3.715, -3.706, 1.806)  -0.081
H (-0.193, 7.707, -2.903)  0.102
C (-3.034, -5.913, 6.368)  -0.139
N (0.025, 1.992, -6.541)  0.075
H (-2.774, 3.450, -2.820)  -0.033
H (2.149, 1.071, 5.928)  0.099
H (1.091, -1.778, 2.089)  0.100
H (-6.481, -4.371, 6.880)  0.102
H (-3.906, 1.046, -3.759)  -0.019
H (0.623, -0.460, 0.195)  0.062
H (-2.308, -3.409, -1.254)  0.081
N (1.496, 0.136, 2.740)  0.083
C (-3.757, -6.301, 7.484)  -0.079
C (-4.709, -4.502, 5.669)  -0.134
H (1.644, 8.627, -4.327)  0.091
H (-1.997, 4.006, 1.818)  0.017
H (6.861, 0.946, 4.602)  0.102
H (0.843, -0.524, -2.210)  0.100
C (2.055, 1.425, -8.379)  -0.096
H (-0.358, 0.737, -4.015)  0.065
C (6.620, 0.131, 3.925)  -0.083
H (-1.150, 2.799, -1.820)  -0.051
H (3.283, 7.031, -5.331)  0.091
C (0.540, 7.045, -3.355)  -0.081
H (3.314, 2.594, -7.068)  0.100
H (1.443, 3.046, -5.476)  0.067
H (-2.976, -5.082, 3.299)  0.056
H (4.498, 0.177, 4.329)  0.081
Cl (1.510, 1.825, -1.903)  0.492
N (-1.643, -4.699, 0.211)  0.051
H (-2.045, -6.318, 6.173)  0.105
C (0.468, 5.671, -3.147)  -0.048
C (-2.510, 3.217, 1.088)  -0.029
C (-0.274, 0.121, -0.339)  -0.156
H (8.660, -0.192, 3.291)  0.096
H (-3.348, -7.020, 8.185)  0.100

---

The following is a DFT calculation (wB97M-V/def2-TZVPD) of a molecular structure, C36H43IrN2P2S3SbSi2.

* energy above the lowest of the compared OMol25 structures with the same formula, charge and spin: 51.35 kcal per mole
* multiplicity: 6
* net charge: 0

Each line ends with the Löwdin spin population.
Positions of all 90 atoms, in Å:
N (2.600, -1.790, -0.305)  0.039
C (3.008, -1.894, -3.269)  0.003
H (5.075, 0.815, 4.601)  0.000
C (-2.962, -0.366, 0.782)  0.069
C (3.458, -0.320, 1.856)  0.020
C (0.619, -3.529, -0.729)  0.014
C (0.487, 3.753, -1.070)  0.000
Si (-3.535, 1.083, -0.324)  0.036
H (-1.829, 5.776, -1.198)  0.001
H (5.348, 2.792, 3.138)  0.000
C (4.186, -5.484, 3.097)  0.000
H (3.154, 0.825, 0.058)  0.001
H (0.895, 4.682, -0.685)  0.000
H (6.090, -4.724, 2.498)  0.000
H (-5.341, -0.397, -1.241)  0.000
H (4.599, -6.382, 3.538)  0.000
C (-0.707, -3.854, -0.479)  0.007
C (3.619, 0.793, 1.037)  0.016
C (3.137, -3.142, 2.031)  0.006
C (1.711, -2.160, -2.845)  0.008
S (-1.850, 0.866, 4.192)  0.761
H (-3.701, -1.153, 0.887)  0.004
H (3.830, -1.150, 3.793)  0.001
C (-4.632, 0.299, -1.678)  0.003
C (-1.788, 1.621, -4.760)  0.006
C (-1.900, 1.759, -0.996)  0.229
H (-1.863, 2.850, 1.978)  0.006
C (4.677, 0.812, 3.596)  0.001
H (-2.090, -5.415, -0.012)  0.000
H (-2.042, -0.836, 0.374)  0.027
H (4.412, -1.985, -4.868)  0.000
H (-4.022, 2.764, 1.489)  0.000
H (-4.038, -0.248, -2.404)  0.000
C (-2.327, 4.815, -1.290)  0.010
S (0.600, 1.069, 1.434)  0.462
N (-0.265, 1.060, -2.538)  0.120
H (-2.064, 4.573, 1.690)  0.000
H (-0.076, 0.918, -5.872)  0.001
H (2.793, -2.914, -6.482)  0.000
H (-2.714, -0.012, 1.780)  0.019
H (0.456, -3.353, -5.761)  0.000
H (1.245, 0.476, -3.802)  0.000
C (-0.091, -6.154, -0.198)  0.000
C (3.392, -2.174, -4.568)  0.000
H (1.235, -3.920, 2.621)  0.015
P (2.290, -1.638, 1.403)  0.071
H (-0.209, -2.881, -3.424)  0.002
Sb (0.093, -0.256, 3.502)  0.115
H (3.738, -1.488, -2.586)  0.000
H (-2.450, 4.614, -2.350)  0.000
H (-5.435, 1.796, 1.142)  0.001
C (1.176, -2.944, -5.065)  0.000
H (-5.197, 1.057, -2.208)  0.000
C (-1.518, 1.547, -2.379)  0.048
H (-1.461, -3.080, -0.492)  0.004
C (2.480, -2.694, -5.472)  0.003
C (-0.496, 1.118, -4.898)  0.013
C (0.233, 0.862, -3.752)  0.014
H (0.487, 3.817, -2.154)  0.000
C (-1.059, -5.166, -0.214)  0.001
P (1.102, -1.826, -1.153)  0.083
H (-3.314, 4.912, -0.854)  0.000
H (-3.292, 2.248, -3.354)  0.002
C (2.301, -4.101, 2.592)  0.010
H (5.177, -2.626, 1.581)  0.000
C (4.509, -3.368, 1.998)  0.002
H (1.154, 2.946, -0.783)  0.000
H (1.992, -6.600, -0.423)  0.000
C (1.590, -4.524, -0.710)  0.002
H (2.620, -4.269, -0.913)  0.000
S (-0.845, -2.257, 2.643)  0.835
C (5.024, -4.540, 2.524)  0.000
Ir (-0.222, 0.061, -0.474)  1.826
H (-2.380, 1.830, -5.639)  0.000
H (4.426, 2.758, 0.848)  0.000
H (-0.371, -7.181, -0.009)  0.000
H (3.222, -1.060, -0.646)  0.001
C (2.818, -5.267, 3.126)  0.001
H (-4.991, 3.105, 0.066)  0.000
Si (-1.282, 3.463, -0.410)  0.020
C (3.982, -0.296, 3.146)  0.009
H (2.157, -5.998, 3.569)  0.000
C (4.839, 1.912, 2.771)  0.006
C (-4.592, 2.308, 0.687)  0.004
C (-1.436, 3.712, 1.472)  0.007
C (4.318, 1.895, 1.488)  0.003
C (1.235, -5.830, -0.442)  0.001
C (0.799, -2.676, -3.762)  0.005
C (-2.302, 1.847, -3.502)  0.016
H (-0.466, 3.881, 1.929)  0.003

---

> Which of these has the lowest net charge?

C36H43Cl2N7P

---

> Which value of net charge does entry 3 give?

0